*one*
Here is 2 unconnected molecules or ions with the total composition C4H13N4O from the OMol25 dataset. Energies are from ωB97M-V/def2-TZVPD.

```
22
Properties=species:S:1:pos:R:3
C 1.95364 3.53125 0.73249
C 0.75556 1.42338 0.83665
N 0.76660 0.13780 1.05625
N 1.94727 2.11074 1.07465
N -0.33229 2.02758 0.40874
H 1.65617 -0.29308 1.25240
H 0.02904 -0.54332 0.85522
H 2.08426 2.02546 2.08731
H -0.38185 3.02944 0.31978
H -1.20644 1.52512 0.32345
H 1.63494 3.67249 -0.29671
H 2.98324 3.88713 0.75607
H 1.37312 4.20907 1.36194
C -2.49010 -2.73631 -0.80244
C -1.01165 -2.62888 -1.03820
O -0.32288 -1.78858 -0.44973
N -0.44022 -3.52227 -1.85542
H -3.00795 -3.08277 -1.70320
H -2.89755 -1.75441 -0.60752
H 0.56517 -3.59591 -1.90537
H -0.99243 -4.16629 -2.39156
H -2.66563 -3.46766 -0.01480
```

Results
Total charge: +1
LUMO level, eV: -2.6350
M, g mol⁻¹: 133.175
Orbital gap, eV: 10.82

***

*two*
Here is 2 unconnected molecules or ions with the total composition C4H13N4O from the OMol25 dataset. Energies are from ωB97M-V/def2-TZVPD.

```
22
Properties=species:S:1:pos:R:3
C 0.64426 0.34313 -2.15072
C 0.30704 2.40696 -0.83813
N 0.07575 1.72817 0.31875
N 0.92634 1.76222 -1.79781
N 0.30103 3.76026 -0.77882
H 0.00037 0.71514 0.25413
H -0.72408 1.96982 0.94150
H 1.59075 2.21954 -2.40246
H 1.06325 4.26212 -1.22094
H 0.09214 4.16804 0.12336
H 0.81444 -0.33810 -1.30103
H 1.22401 0.10924 -3.09971
H -0.35790 -0.00410 -2.40192
C -1.60618 -3.05716 1.33433
C -0.48327 -2.08820 1.36435
O -0.46327 -1.16455 0.55774
N 0.56815 -2.31035 2.20100
H -2.06112 -3.09194 0.31490
H -2.37498 -2.59331 1.98334
H 1.39302 -1.74438 2.16276
H 0.56182 -2.93133 2.99004
H -1.49155 -4.12124 1.44533
```

Results
Total charge: +1
LUMO level, eV: -3.1026
M, g mol⁻¹: 133.175
Orbital gap, eV: 10.34

***

Bottom line: *one*, by a margin of 76.4 kJ/mol.